Entry 1:
Formula: C16H30CaO9
Source: the Open Molecules 2025 dataset
Level of theory: ωB97M-V/def2-TZVPD

```
56
Properties=species:S:1:pos:R:3
Ca 0.18 0.23 -0.19
C 4.36 1.25 -0.86
C 3.21 2.26 -0.79
O 1.89 1.87 -0.55
H 5.36 1.68 -0.90
H 4.34 0.68 -1.78
H 4.25 0.54 -0.04
H 3.32 2.92 -1.65
H 3.54 2.99 -0.05
C -3.12 0.65 -1.91
C -2.58 2.03 -1.47
O -1.40 1.99 -0.67
H -3.42 0.08 -1.04
H -2.41 0.17 -2.58
H -4.02 0.84 -2.50
H -3.42 2.40 -0.88
H -2.41 2.59 -2.39
C -0.27 0.47 4.34
C -0.60 1.29 5.34
C -0.76 2.80 5.21
O -0.97 3.68 6.16
C -0.62 3.40 3.96
C -0.37 2.59 2.77
C -0.27 1.00 2.98
O -0.25 0.22 1.97
O -0.24 3.03 1.64
O -0.71 0.74 6.55
H -0.12 -0.57 4.60
H -0.71 4.48 3.89
C -3.35 -2.85 -0.28
C -1.90 -2.59 -0.52
O -1.30 -1.64 0.26
H -3.64 -3.54 -1.07
H -3.96 -1.94 -0.27
H -3.54 -3.38 0.65
H -1.83 -2.24 -1.55
H -1.41 -3.55 -0.35
H -1.58 -1.89 1.14
C -0.25 -0.75 -4.78
C 0.27 0.20 -3.67
O 0.55 -0.50 -2.48
H -1.00 -1.41 -4.35
H 0.58 -1.35 -5.15
H -0.67 -0.24 -5.64
H -0.45 0.99 -3.46
H 1.24 0.64 -3.90
H 0.93 -1.37 -2.64
C 2.14 -2.51 1.88
C 2.02 -2.63 0.35
O 1.98 -1.23 -0.03
H 2.95 -1.82 2.14
H 2.30 -3.42 2.45
H 1.35 -1.92 2.34
H 1.08 -3.13 0.09
H 2.83 -3.25 -0.02
H 2.87 -0.97 -0.27
```

Charge ... -2
HOMO energy ... 0.0 eV
Gap between HOMO and LUMO ... 3.51 eV

***

Entry 2:
Formula: C16H30GeN5OSV
Source: the Open Molecules 2025 dataset
Level of theory: ωB97M-V/def2-TZVPD

```
55
Properties=species:S:1:pos:R:3
V -0.23 0.47 -0.01
N 1.12 2.73 3.66
C 0.81 1.89 2.60
S 0.25 2.64 1.16
N 0.95 0.62 2.85
N 0.57 -0.22 1.80
C 0.82 -1.46 2.04
C 0.59 -2.60 1.17
C 0.91 -3.85 1.71
C 0.76 -5.02 1.01
C 0.27 -4.95 -0.30
C -0.04 -3.75 -0.88
C 0.10 -2.52 -0.17
O -0.20 -1.41 -0.76
H 1.39 3.66 3.39
H 1.70 2.30 4.36
H 1.26 -1.69 3.01
H 1.28 -3.88 2.73
H 1.00 -5.98 1.46
H 0.14 -5.86 -0.88
H -0.42 -3.68 -1.89
N 2.22 0.09 -0.94
C 3.24 0.29 -1.98
C 3.99 1.61 -1.82
C 3.35 2.83 -2.50
C 1.92 3.15 -2.07
N 0.93 2.36 -2.82
H 2.65 -0.11 -0.04
H 1.65 -0.72 -1.18
H 2.73 0.27 -2.94
H 3.97 -0.54 -1.97
H 5.00 1.50 -2.22
H 4.11 1.82 -0.75
H 3.35 2.67 -3.59
H 3.98 3.70 -2.33
H 1.74 4.23 -2.18
H 1.80 2.93 -1.01
H 0.62 2.86 -3.64
H 0.10 2.21 -2.25
C -3.39 -1.79 0.28
Ge -3.57 0.17 0.40
C -5.45 0.59 -0.11
C -3.40 0.66 2.31
C -2.24 1.08 -0.64
H -4.28 -2.28 0.67
H -2.53 -2.13 0.86
H -3.24 -2.10 -0.75
H -6.16 0.11 0.57
H -5.65 0.24 -1.12
H -5.61 1.67 -0.08
H -4.21 0.24 2.90
H -3.40 1.74 2.43
H -2.45 0.29 2.71
H -2.43 2.16 -0.58
H -2.36 0.77 -1.69
```

Relative energy (zero: lowest compared OMol25 entry of this formula, charge and spin) ... 42.86 kJ/mol
Charge ... -1
HOMO energy (spin up / spin down) ... -3.4 / -4.4 eV
⟨S²⟩ ... 3.76
Gap between HOMO and LUMO (spin up / spin down) ... 6.36 / 7.43 eV
Spin multiplicity ... 4